No. 1
Below is a molecular structure, C12H14B3F2O4PS at a distorted geometry, with properties calculated with ωB97M-V/def2-TZVPD.

For the orbital gap, the calculation gives 8.77 eV. The LUMO energy is 0.21 eV. The highest occupied orbital energy is -8.57 eV.

Atoms and positions in Å:
O  5.136  0.891  -0.927
B  4.504  1.962  -1.441
O  4.766  3.249  -1.018
B  3.614  3.945  -0.718
O  2.560  3.824  -1.617
B  2.384  2.513  -1.970
P  0.699  1.651  -1.592
S  0.409  1.960  0.328
O  3.472  1.801  -2.403
H  4.589  0.110  -1.017
H  3.489  4.558  0.286
H  0.915  0.296  -1.866
H  -0.309  2.062  -2.476
F  1.219  1.308  3.390
C  0.820  0.104  3.840
C  0.316  -0.810  2.936
C  -0.091  -2.049  3.408
C  0.005  -2.355  4.759
C  0.513  -1.415  5.645
C  0.928  -0.173  5.188
H  0.243  -0.540  1.891
H  -0.487  -2.779  2.715
H  -0.317  -3.322  5.120
H  0.586  -1.648  6.698
H  1.331  0.573  5.859
F  -1.833  0.181  -1.365
C  -2.643  -0.570  -2.146
C  -3.841  -0.033  -2.567
C  -4.664  -0.806  -3.372
C  -4.284  -2.091  -3.735
C  -3.073  -2.605  -3.294
C  -2.238  -1.841  -2.492
H  -4.118  0.968  -2.265
H  -5.606  -0.403  -3.715
H  -4.931  -2.690  -4.360
H  -2.776  -3.607  -3.572
H  -1.288  -2.220  -2.138

No. 2
Below is a molecular structure, C36H41CaCl4INO7S2 at a distorted geometry, with properties calculated with ωB97M-V/def2-TZVPD.

Its net charge is +1. For the orbital gap, the calculation gives 1.10 eV. The LUMO energy is -5.92 eV. The highest occupied orbital energy is -7.02 eV.

Atoms and positions in Å:
C  -2.521  6.849  -1.402
C  -2.841  6.513  -2.962
O  -3.322  5.157  -3.168
C  -2.274  4.214  -3.238
C  -0.930  4.376  -3.991
C  0.165  3.248  -4.034
C  -0.063  1.890  -3.308
O  0.874  0.794  -3.287
C  -1.412  1.697  -2.564
C  -2.497  2.834  -2.506
C  -3.835  2.506  -1.664
O  -4.977  2.854  -2.045
C  -3.570  1.659  -0.315
C  -4.285  1.956  1.028
I  -5.744  3.587  1.158
C  -3.909  1.065  2.245
C  -4.546  1.309  3.713
C  -3.300  1.709  4.688
O  -2.623  2.921  4.267
C  -1.359  2.648  3.656
O  -1.242  3.007  2.445
C  -0.134  1.896  4.351
C  0.539  0.819  3.330
C  -2.865  -0.108  2.172
C  -2.132  -0.422  0.811
C  -1.081  -1.633  0.756
C  -1.677  -2.999  0.141
C  -0.627  -3.562  -0.964
S  0.661  -4.705  -0.180
C  1.906  -4.885  -1.556
S  1.431  -5.816  -2.878
N  3.249  -4.256  -1.556
C  4.078  -4.657  -0.378
C  5.675  -4.714  -0.712
C  3.046  -2.785  -1.638
C  4.254  -1.972  -2.373
C  -2.502  0.500  -0.384
C  -1.776  0.306  -1.811
O  -1.524  -0.814  -2.343
H  -1.708  6.178  -0.967
H  -3.489  6.866  -0.771
H  -2.139  7.943  -1.379
H  -3.728  7.207  -3.231
H  -1.982  6.832  -3.641
H  -0.695  5.346  -4.535
H  1.153  3.379  -4.583
H  1.805  1.122  -3.117
H  -5.259  2.218  3.716
H  -5.061  0.377  4.121
H  -2.611  0.797  4.749
H  -3.673  1.890  5.769
H  -0.474  1.335  5.283
H  0.689  2.644  4.601
H  1.618  0.566  3.625
H  0.566  1.200  2.254
H  -0.033  -0.187  3.354
H  -2.605  -0.739  3.082
H  -0.757  -1.873  1.838
H  -0.139  -1.296  0.197
H  -2.723  -2.885  -0.302
H  -1.685  -3.790  0.973
H  -1.151  -4.108  -1.829
H  -0.013  -2.713  -1.450
H  3.726  -5.702  -0.053
H  3.947  -3.928  0.516
H  5.753  -4.673  -1.864
H  6.177  -3.773  -0.282
H  6.104  -5.678  -0.273
H  2.912  -2.384  -0.552
H  2.069  -2.624  -2.257
H  4.957  -1.475  -1.611
H  4.873  -2.625  -3.077
H  3.780  -1.089  -2.988
C  -7.348  -0.303  -3.047
Cl  -8.545  0.964  -3.378
Cl  -8.113  -1.613  -2.121
Cl  -6.727  -0.947  -4.582
Cl  -6.004  0.382  -2.106
Ca  1.540  -0.838  -2.020
C  7.795  -3.313  3.425
C  8.549  -2.302  4.014
C  8.159  -0.973  3.878
C  7.010  -0.655  3.161
C  6.254  -1.666  2.576
C  6.649  -2.995  2.704
H  8.101  -4.349  3.529
H  9.441  -2.551  4.579
H  8.751  -0.185  4.332
H  6.703  0.381  3.060
H  5.356  -1.418  2.018
H  6.062  -3.782  2.243
O  -10.500  -0.690  -5.728
H  -9.645  -0.489  -5.353

No. 3
Below is a gas-phase ion, C3H4ClO4S (charge -1) at a distorted geometry, with properties calculated with ωB97M-V/def2-TZVPD.

Its net charge is -1. The structure (SMILES) is C[C@H]1O[C@]1(Cl)S(=O)(=O)[O-]. For the relative energy (zero: lowest compared OMol25 entry of this formula, charge and spin), the calculation gives 21.2 kcal per mole. For the orbital gap, the calculation gives 8.76 eV. The LUMO energy is 3.46 eV. The highest occupied orbital energy is -5.29 eV.

Atoms and positions in Å:
C  0.076  -0.038  0.493
C  0.356  0.053  -1.025
O  0.966  -1.091  -1.669
C  -0.334  -0.718  -2.045
Cl  -1.675  -1.740  -1.651
S  -0.579  0.096  -3.969
O  -0.020  1.436  -3.733
O  0.194  -0.681  -4.889
O  -1.988  0.043  -4.126
H  -0.815  0.575  0.704
H  0.935  0.440  0.924
H  -0.036  -1.004  0.866
H  0.695  0.982  -1.269

No. 4
Below is 2 unconnected molecules or ions with the total composition C2H7N2S at a distorted geometry, with properties calculated with ωB97M-V/def2-TZVPD.

Its net charge is -1. For the relative energy (zero: lowest compared OMol25 entry of this formula, charge and spin), the calculation gives 22.3 kcal per mole. For the orbital gap, the calculation gives 7.19 eV. The LUMO energy is 4.23 eV. The highest occupied orbital energy is -2.96 eV.

Atoms and positions in Å:
C  -2.154  -0.825  -0.556
S  -1.538  -1.294  1.196
H  -1.881  0.124  -0.982
H  -1.768  -1.610  -1.246
H  -3.304  -0.862  -0.457
N  1.242  0.217  1.096
C  1.599  0.496  -0.194
N  2.134  1.592  -0.652
H  0.500  -0.649  1.163
H  1.040  1.105  1.512
H  1.348  -0.245  -0.951
H  2.781  1.952  0.070

No. 5
Below is a molecular structure, C38H53Cl4NO4P2SeSiZn at a distorted geometry, with properties calculated with ωB97M-V/def2-TZVPD.

Its net charge is -2. For the orbital gap, the calculation gives 6.15 eV. The LUMO energy is 4.14 eV. The highest occupied orbital energy is -2.00 eV.

Atoms and positions in Å:
Zn  0.235  0.984  -0.056
C  -1.774  3.763  2.731
C  -2.810  2.960  1.958
C  -3.158  1.710  2.780
P  -1.961  2.419  0.305
C  -2.096  3.793  -0.876
C  -1.525  3.161  -2.149
C  -3.520  4.468  -1.159
C  -3.088  1.192  -0.337
C  -4.483  1.258  -0.248
C  -5.351  0.272  -0.682
C  -6.834  0.488  -0.549
C  -4.802  -0.846  -1.326
C  -3.450  -1.014  -1.333
C  -2.534  0.010  -0.865
N  -1.163  -0.199  -1.002
C  -0.828  -1.085  -2.073
C  -1.406  -0.935  -3.307
C  -1.143  -1.765  -4.352
C  -0.243  -2.793  -4.266
C  -0.030  -3.735  -5.432
C  0.419  -2.902  -3.038
C  0.125  -2.126  -1.924
P  0.889  -2.559  -0.270
C  -0.367  -3.886  0.337
C  -1.762  -3.231  0.418
C  -0.485  -5.304  -0.335
C  2.342  -3.648  -0.840
C  2.981  -4.612  0.139
C  3.443  -2.670  -1.354
H  -2.225  4.069  3.699
H  -1.607  4.712  2.190
H  -0.868  3.177  2.916
H  -3.698  3.593  1.717
H  -2.271  1.124  2.906
H  -3.964  1.070  2.331
H  -3.461  2.028  3.798
H  -1.341  4.549  -0.654
H  -2.113  2.310  -2.521
H  -0.507  2.816  -2.127
H  -1.538  3.921  -2.891
H  -4.234  3.751  -1.438
H  -3.412  5.060  -2.086
H  -3.911  5.083  -0.326
H  -4.939  2.199  0.153
H  -7.336  -0.446  -0.331
H  -7.334  0.984  -1.371
H  -7.011  1.077  0.347
H  -5.343  -1.692  -1.752
H  -3.036  -1.887  -1.842
H  -2.183  -0.139  -3.460
H  -1.756  -1.656  -5.236
H  -0.735  -3.536  -6.274
H  -0.062  -4.801  -5.096
H  0.976  -3.540  -5.794
H  1.015  -3.744  -2.854
H  -0.073  -4.073  1.408
H  -2.151  -3.102  -0.592
H  -1.699  -2.190  0.815
H  -2.360  -3.865  1.040
H  -0.562  -5.232  -1.414
H  -1.375  -5.816  -0.050
H  0.359  -5.931  -0.059
H  1.925  -4.301  -1.607
H  3.411  -4.030  0.913
H  3.840  -5.219  -0.293
H  2.224  -5.294  0.685
H  3.856  -2.000  -0.585
H  2.966  -2.104  -2.127
H  4.289  -3.224  -1.814
Cl  4.673  1.534  -3.971
C  3.033  0.867  -3.524
Cl  2.811  -0.619  -4.448
Cl  1.860  2.049  -4.067
C  2.901  0.539  -1.984
O  4.001  0.377  -1.425
O  1.737  0.402  -1.562
C  1.079  -1.673  4.778
Si  1.698  -0.524  3.401
C  2.675  0.721  4.287
C  2.954  -1.420  2.359
Se  0.011  0.255  2.294
H  1.926  -1.702  5.530
H  0.809  -2.667  4.462
H  0.189  -1.155  5.109
H  3.574  0.249  4.698
H  2.214  1.221  5.103
H  3.086  1.451  3.646
H  3.925  -1.573  2.900
H  3.221  -0.787  1.509
H  2.612  -2.398  2.039
Cl  6.892  3.373  3.759
C  5.294  3.364  2.910
C  4.336  4.314  3.281
C  3.159  4.375  2.509
C  2.922  3.507  1.471
C  3.804  2.428  1.230
C  5.004  2.375  1.939
C  1.655  3.677  0.682
O  1.049  4.717  0.727
O  1.349  2.667  0.011
H  4.578  4.909  4.160
H  2.409  5.122  2.720
H  3.514  1.652  0.464
H  5.678  1.502  1.783

No. 6
Below is a molecular structure, C60H71AsIrN5, with properties calculated with ωB97M-V/def2-TZVPD.

For the relative energy (zero: lowest compared OMol25 entry of this formula, charge and spin), the calculation gives 4.3 kcal per mole. For the orbital gap, the calculation gives 5.91 eV. The LUMO energy is -0.78 eV. The highest occupied orbital energy is -6.69 eV.

Atoms and positions in Å:
Ir  1.026  -0.845  -0.884
C  -1.754  -2.243  -6.265
C  -2.476  -1.319  -5.279
C  -1.538  -0.660  -4.317
C  -1.010  0.589  -4.382
C  -1.245  1.647  -5.418
C  -2.289  2.688  -5.001
C  -0.135  0.727  -3.237
N  -0.116  -0.437  -2.520
C  -0.956  -1.300  -3.156
C  -1.170  -2.616  -2.788
C  -0.481  -3.321  -1.822
C  -0.694  -4.715  -1.504
C  -1.749  -5.581  -2.116
C  -3.126  -5.354  -1.482
C  0.207  -5.040  -0.542
C  0.956  -3.839  -0.251
C  1.941  -3.731  0.712
C  2.632  -2.582  1.054
N  2.438  -1.354  0.488
C  3.372  -0.518  1.037
C  3.523  0.819  0.732
C  2.829  1.532  -0.227
N  1.855  1.014  -1.028
C  1.494  2.004  -1.894
C  0.575  1.866  -2.919
C  2.266  3.196  -1.632
C  3.081  2.909  -0.584
C  4.083  3.801  0.079
C  5.514  3.566  -0.415
C  2.152  4.471  -2.409
C  0.945  5.317  -1.999
C  4.162  -1.237  2.013
C  3.705  -2.515  2.022
C  4.125  -3.642  2.913
C  3.217  -3.753  4.142
C  5.274  -0.640  2.817
C  6.562  -0.467  2.005
N  0.528  -2.815  -1.050
C  0.365  -6.346  0.173
C  1.484  -7.217  -0.405
H  -2.458  -2.706  -6.958
H  -1.220  -3.036  -5.740
H  -1.020  -1.683  -6.847
H  -3.230  -1.886  -4.727
H  -3.019  -0.550  -5.832
H  -1.560  1.169  -6.348
H  -0.302  2.151  -5.641
H  -3.262  2.218  -4.847
H  -2.400  3.458  -5.767
H  -2.007  3.177  -4.066
H  -1.907  -3.166  -3.360
H  -1.461  -6.628  -2.009
H  -1.803  -5.388  -3.191
H  -3.138  -5.709  -0.450
H  -3.905  -5.883  -2.034
H  -3.376  -4.292  -1.457
H  2.189  -4.632  1.260
H  4.283  1.359  1.283
H  0.420  2.729  -3.553
H  4.036  3.657  1.162
H  3.805  4.842  -0.102
H  5.841  2.545  -0.207
H  6.213  4.251  0.067
H  5.576  3.716  -1.493
H  2.083  4.237  -3.475
H  3.070  5.049  -2.287
H  0.020  4.742  -2.066
H  0.850  6.197  -2.638
H  1.042  5.656  -0.966
H  5.158  -3.492  3.230
H  4.110  -4.584  2.359
H  3.230  -2.822  4.711
H  3.539  -4.562  4.800
H  2.183  -3.942  3.846
H  5.472  -1.277  3.681
H  4.958  0.326  3.218
H  6.936  -1.435  1.669
H  7.340  0.013  2.600
H  6.386  0.143  1.117
H  -0.581  -6.889  0.128
H  0.557  -6.155  1.232
H  1.272  -7.478  -1.443
H  1.596  -8.142  0.163
H  2.439  -6.689  -0.387
C  -2.721  -0.036  6.709
C  -2.160  0.415  5.388
C  -2.841  1.308  4.577
C  -2.360  1.719  3.336
C  -3.238  2.704  2.600
C  -1.129  1.224  2.873
As  -0.248  1.551  1.109
N  -0.451  -0.167  0.412
C  -1.523  -0.967  0.843
C  -2.803  -0.424  1.038
C  -3.865  -1.192  1.483
C  -3.700  -2.540  1.769
C  -2.430  -3.079  1.647
C  -1.364  -2.305  1.215
C  -1.448  2.888  0.259
C  -2.377  2.734  -0.776
C  -2.786  1.410  -1.374
C  -3.023  3.865  -1.286
C  -2.788  5.138  -0.802
C  -3.516  6.337  -1.348
C  -1.848  5.278  0.215
C  -1.175  4.188  0.741
C  -0.161  4.444  1.832
C  -0.411  0.344  3.707
C  0.937  -0.247  3.362
C  -0.938  -0.048  4.933
H  -3.681  0.438  6.913
H  -2.041  0.207  7.527
H  -2.869  -1.118  6.718
H  -3.803  1.688  4.907
H  -4.251  2.653  2.997
H  -3.288  2.539  1.527
H  -2.881  3.728  2.745
H  -2.970  0.621  0.833
H  -4.834  -0.722  1.610
H  -4.534  -3.144  2.104
H  -2.247  -4.114  1.917
H  -0.372  -2.720  1.231
H  -2.087  0.615  -1.135
H  -2.862  1.502  -2.455
H  -3.768  1.103  -1.008
H  -3.750  3.726  -2.081
H  -4.218  6.049  -2.129
H  -2.818  7.063  -1.770
H  -4.076  6.844  -0.560
H  -1.629  6.269  0.603
H  -0.135  5.505  2.078
H  0.839  4.134  1.516
H  -0.388  3.894  2.749
H  1.410  0.232  2.512
H  0.843  -1.312  3.129
H  1.613  -0.151  4.215
H  -0.364  -0.738  5.545

No. 7
Below is a molecular structure, C28H36N7O3PS2Ti at a distorted geometry, with properties calculated with ωB97M-V/def2-TZVPD.

For the relative energy (zero: lowest compared OMol25 entry of this formula, charge and spin), the calculation gives 4.5 kcal per mole. For the orbital gap, the calculation gives 7.61 eV. The LUMO energy is -0.04 eV. The highest occupied orbital energy is -7.66 eV.

Atoms and positions in Å:
Ti  -1.192  -0.554  0.682
C  -4.336  -1.445  -1.814
C  -3.581  -1.450  -0.519
O  -2.739  -0.474  -0.338
C  -3.805  -2.421  0.430
C  -3.300  -2.297  1.748
C  -3.787  -3.161  2.867
N  -2.427  -1.343  1.993
N  -2.208  -0.938  3.288
C  -1.424  0.099  3.283
O  -0.942  0.572  2.156
C  -1.123  0.761  4.566
C  -1.231  0.050  5.760
C  -0.976  0.679  6.965
C  -0.618  2.021  6.988
C  -0.502  2.728  5.801
C  -0.744  2.099  4.590
H  -3.636  -1.578  -2.642
H  -4.835  -0.484  -1.953
H  -5.070  -2.246  -1.842
H  -4.493  -3.223  0.213
H  -4.668  -3.729  2.582
H  -4.003  -2.542  3.735
H  -2.984  -3.844  3.152
H  -1.512  -0.994  5.716
H  -1.049  0.122  7.890
H  -0.428  2.514  7.933
H  -0.219  3.773  5.820
H  -0.647  2.643  3.659
S  0.476  -1.932  1.868
C  0.810  -3.324  0.886
C  1.664  -4.318  1.441
N  2.363  -5.105  1.906
C  0.301  -3.448  -0.367
S  -0.730  -2.221  -1.033
C  0.568  -4.574  -1.193
N  0.755  -5.470  -1.891
O  -0.319  0.872  -0.332
P  0.699  0.911  -1.453
N  2.087  0.163  -0.989
C  2.646  0.504  0.335
C  3.810  -0.464  0.440
C  4.405  -0.370  -0.967
C  3.166  -0.330  -1.869
N  0.863  2.531  -1.780
C  1.651  3.029  -2.911
C  2.449  4.234  -2.366
C  2.194  4.233  -0.849
C  0.835  3.550  -0.728
N  0.246  0.319  -2.911
C  0.756  -0.814  -3.699
C  -0.402  -1.160  -4.639
C  -1.169  0.159  -4.770
C  -1.112  0.702  -3.350
H  1.903  0.387  1.117
H  3.020  1.537  0.356
H  3.430  -1.470  0.628
H  4.512  -0.198  1.228
H  5.058  -1.203  -1.218
H  4.974  0.557  -1.062
H  2.920  -1.333  -2.222
H  3.320  0.308  -2.742
H  0.984  3.343  -3.720
H  2.299  2.247  -3.308
H  2.074  5.156  -2.809
H  3.509  4.158  -2.602
H  2.190  5.238  -0.428
H  2.959  3.650  -0.334
H  0.034  4.269  -0.935
H  0.651  3.097  0.244
H  1.012  -1.666  -3.073
H  1.640  -0.505  -4.265
H  -1.033  -1.914  -4.166
H  -0.048  -1.547  -5.592
H  -2.188  0.029  -5.131
H  -0.641  0.836  -5.445
H  -1.872  0.228  -2.720
H  -1.240  1.784  -3.286

No. 8
Below is 2 unconnected molecules or ions with the total composition C3H8NO3 at a distorted geometry, with properties calculated with ωB97M-V/def2-TZVPD.

Its net charge is -1. For the relative energy (zero: lowest compared OMol25 entry of this formula, charge and spin), the calculation gives 63.7 kcal per mole. For the orbital gap, the calculation gives 7.02 eV. The LUMO energy is 3.91 eV. The highest occupied orbital energy is -3.11 eV.

Atoms and positions in Å:
O  0.064  -2.736  -0.457
C  -0.010  -1.535  -0.579
C  0.964  -0.548  -0.001
N  0.241  0.638  0.455
C  0.281  1.677  -0.673
O  1.454  1.856  -1.235
H  -0.760  -1.066  -1.244
H  1.452  -1.114  0.797
H  1.657  -0.236  -0.793
H  0.750  1.030  1.246
H  -0.403  1.162  -1.430
H  -0.254  2.574  -0.309
H  -1.334  0.096  1.393
H  -1.964  -1.346  1.262
O  -2.137  -0.452  1.569